#i
8
Properties=species:S:1:pos:R:3 method="wB97M-V/def2-TZVPD" smiles=N#CC(S)C#N homo_lumo_gap_ev=10.65 multiplicity=1
S -1.81 -0.01 -0.05
N 1.68 -1.81 -0.20
H -1.59 0.13 -1.35
H -0.01 0.07 1.59
C 0.83 0.99 0.06
N 1.48 1.99 -0.16
C -0.08 -0.08 0.41
C 0.64 -1.14 0.06

---

#ii
8
Properties=species:S:1:pos:R:3 method="wB97M-V/def2-TZVPD" smiles="C=C=C=NN=S" homo_lumo_gap_ev=7.07 multiplicity=1
C 0.25 -0.11 0.60
H 0.75 0.98 -2.10
S -2.97 -0.09 2.45
C 0.87 -0.17 -0.51
N -0.65 -0.22 1.40
N -1.50 0.23 2.18
C 1.22 0.06 -1.75
H 2.01 -0.69 -2.27

---

Verdict on stability: #ii comes out at the bottom.

---

#i
9
Properties=species:S:1:pos:R:3 method="wB97M-V/def2-TZVPD" smiles="CNC(=O)[O-]" homo_lumo_gap_ev=7.92 charge=-1 multiplicity=1
H -0.94 -0.31 2.01
H 1.02 -1.33 0.43
O -0.78 0.97 -0.76
C -0.98 -1.02 1.18
N 0.15 -0.84 0.28
H -1.89 -0.99 0.57
C 0.29 0.44 -0.38
H -0.91 -2.05 1.54
O 1.46 0.81 -0.66

---

#ii
9
Properties=species:S:1:pos:R:3 method="wB97M-V/def2-TZVPD" homo_lumo_gap_ev="6.14 / 6.14" charge=-1 multiplicity=1
O -2.19 0.84 0.44
C -1.55 0.05 -0.23
O 2.60 -0.06 0.57
H 0.08 -1.57 -0.49
H 1.44 1.51 0.02
N 2.04 0.56 -0.37
H -0.09 -0.50 1.19
C -0.46 -0.72 0.12
H -1.87 -0.12 -1.24

---

#iii
9
Properties=species:S:1:pos:R:3 method="wB97M-V/def2-TZVPD" homo_lumo_gap_ev=7.15 charge=-1 multiplicity=1
O -0.86 0.55 1.59
C -0.12 0.05 0.76
H -0.74 1.56 -0.60
H -1.47 1.81 -0.53
O 2.08 0.40 -0.40
N 0.96 0.03 0.09
C 0.10 -1.11 -0.15
H 0.37 -2.03 0.38
H -0.31 -1.26 -1.14

---

Verdict on stability: #iii comes out at the bottom.

---

#i
17
Properties=species:S:1:pos:R:3 method="wB97M-V/def2-TZVPD" homo_lumo_gap_ev=9.36 multiplicity=1
C -0.35 1.75 -0.12
N 1.10 -1.37 -0.65
H -1.02 0.84 1.79
H 2.30 0.19 1.02
N -0.98 -0.54 0.20
C -1.23 0.82 0.70
H -2.45 0.90 0.68
H 1.48 1.13 -1.32
C 0.34 -0.45 -0.43
N 0.50 -2.70 -0.44
O 1.58 0.94 0.85
C 0.87 0.92 -0.27
H -0.36 3.06 -0.19
H -1.11 1.14 -1.17
H 0.98 -3.18 -1.63
H -0.82 -2.43 -0.38
H -0.83 -1.02 1.36

---

#ii
17
Properties=species:S:1:pos:R:3 method="wB97M-V/def2-TZVPD" homo_lumo_gap_ev=9.09 multiplicity=1
H 0.93 -2.77 -1.05
C -0.95 -0.19 1.37
H -1.86 -0.49 1.92
H 1.50 1.08 0.81
N -0.15 0.52 2.13
C -0.99 1.14 -1.69
H -0.72 2.17 -2.02
H 1.87 -1.45 -1.88
N -0.75 -0.86 0.26
H 1.67 -0.46 1.88
O 0.35 0.76 -0.99
C 0.28 -0.66 -0.79
H -1.24 0.55 -2.49
C 0.99 -1.68 -1.26
N 1.20 0.50 1.75
H -0.35 0.79 3.01
H -1.78 1.06 -0.94

---

#iii
17
Properties=species:S:1:pos:R:3 method="wB97M-V/def2-TZVPD" homo_lumo_gap_ev="6.50 / 6.51" multiplicity=1
N -1.56 0.82 -0.89
O -0.18 2.10 0.59
H 1.20 -1.88 -0.04
H 1.89 -1.34 -1.56
C -0.71 -0.11 0.87
N 0.90 0.17 -0.53
H -2.19 1.60 -0.83
H 0.12 -1.56 -1.42
H 2.01 0.71 1.04
H -1.08 -1.05 2.66
N 2.10 0.69 0.02
H -1.41 0.40 -1.80
C 1.03 -1.22 -0.91
H -2.43 -1.19 1.40
C -1.45 -0.82 1.67
H 2.15 1.67 -0.24
C -0.39 1.02 -0.04

---

#iv
17
Properties=species:S:1:pos:R:3 method="wB97M-V/def2-TZVPD" homo_lumo_gap_ev="8.36 / 8.36" multiplicity=1
H 2.59 -0.49 -0.54
N -1.72 1.81 -0.64
H 1.57 -1.78 -1.17
H -1.33 1.98 -1.56
H -2.18 0.90 -0.65
H -1.20 1.61 1.33
C -0.70 -0.79 0.53
C 1.75 -1.15 -0.30
N -0.80 -2.09 0.71
O 1.56 1.60 -0.66
N 0.63 1.00 -0.08
H -1.55 -2.46 1.28
H -0.14 -2.78 0.35
H -0.30 2.86 0.47
C -0.76 1.88 0.37
H 2.02 -1.79 0.54
C 0.55 -0.31 0.03

---

Verdict on stability: #i comes out at the bottom.

---

#i
17
Properties=species:S:1:pos:R:3 method="wB97M-V/def2-TZVPD" smiles="CC/N=C/N.N=C=O" homo_lumo_gap_ev=9.62 multiplicity=1
N 2.49 0.25 -0.06
H 2.62 0.85 -0.86
H -1.77 1.96 -0.49
N -1.14 1.94 0.27
H -0.83 -1.79 -1.63
H -0.73 -2.24 0.85
O 1.03 2.60 0.87
C -0.81 -0.96 -0.91
H -1.41 -0.62 1.13
H 1.08 -0.78 1.01
C 1.26 -0.31 0.04
H -2.36 -1.84 0.29
C -1.35 -1.45 0.43
H -1.47 -0.10 -1.25
N 0.50 -0.39 -0.97
H 2.89 0.62 0.81
C 0.00 2.25 0.46

---

#ii
17
Properties=species:S:1:pos:R:3 method="wB97M-V/def2-TZVPD" homo_lumo_gap_ev=7.36 multiplicity=1
N 0.68 0.28 -0.93
H 0.60 0.11 -2.97
H -1.19 -0.64 -1.61
H 2.21 0.71 -2.26
H -0.58 -2.26 0.22
N 1.40 0.87 2.39
H -2.33 -1.91 0.15
C 0.86 0.32 1.29
C -1.09 -0.34 -0.57
H 1.16 0.50 3.29
H -1.71 1.44 -0.91
C -1.34 -1.49 0.36
H 2.04 1.65 2.37
N 1.23 0.82 0.14
H -1.32 -1.15 1.39
C 1.22 0.32 -2.11
O -1.84 0.75 -0.25

---

Verdict on stability: #ii comes out at the bottom.

---

#i
21
Properties=species:S:1:pos:R:3 method="wB97M-V/def2-TZVPD" smiles="CC/C=[N+](/[O-])O.[H]/N=C/C" homo_lumo_gap_ev=9.86 multiplicity=1
H 1.59 -1.02 -2.10
N -0.07 -0.47 -1.55
H -1.80 2.61 0.30
O 1.22 -0.21 -1.90
N 0.46 -0.47 2.31
C -0.21 1.88 -0.99
H 1.06 -3.73 1.88
H 1.88 -2.44 0.89
H -1.73 0.32 -0.69
H -0.54 -2.05 1.12
C -1.48 2.81 -0.69
H -2.36 2.67 -1.38
H 0.32 2.00 -1.89
C -0.71 0.49 -1.12
C 0.33 -1.62 1.85
H -1.32 3.92 -0.82
O -0.46 -1.66 -1.68
H -0.28 0.13 2.13
C 1.45 -2.62 1.88
H 0.47 2.04 -0.20
H 2.19 -2.60 2.68

---

#ii
21
Properties=species:S:1:pos:R:3 method="wB97M-V/def2-TZVPD" homo_lumo_gap_ev=8.89 multiplicity=1
H 1.00 2.32 -2.45
C -1.78 0.20 0.15
C 1.40 -0.63 1.07
H 0.67 -2.56 0.78
H -0.84 0.10 0.70
C 1.27 -1.86 0.21
H -3.89 -0.15 0.21
H 1.58 0.68 -0.07
O 2.59 -0.67 1.68
H 0.73 -1.63 -0.71
C 1.88 1.42 -0.87
N -1.68 0.70 -1.00
H -3.15 0.30 1.76
H -2.56 0.79 -1.51
H -2.90 -1.32 1.11
N 0.86 1.65 -1.70
H 2.23 -2.32 -0.02
O 2.99 1.89 -0.92
H -0.07 1.28 -1.53
H 2.70 0.10 2.27
C -3.01 -0.27 0.84

---

Verdict on stability: #i comes out at the bottom.

---

#i
21
Properties=species:S:1:pos:R:3 method="wB97M-V/def2-TZVPD" smiles="NCCC[C@H](N)C(=O)O" homo_lumo_gap_ev=10.13 multiplicity=1
H 0.39 1.57 -0.22
H 1.89 -0.33 2.18
N 1.00 -0.49 1.66
H -0.23 -2.16 -0.10
H -2.09 -0.66 0.74
H -1.54 1.60 1.41
H -1.53 -1.00 -1.71
C 0.23 -1.31 -0.57
H -1.83 2.22 -0.02
C 2.14 0.44 -0.36
H -2.91 0.13 -0.45
C -0.95 -0.40 -1.09
C 1.39 -0.76 0.26
O 1.31 1.57 -0.52
H 0.43 0.32 1.72
H 2.31 -1.42 0.15
O 3.32 0.54 -0.45
H 0.65 -1.77 -1.50
H -0.64 0.51 -1.54
C -1.91 0.04 -0.01
N -1.42 1.36 0.42

---

#ii
21
Properties=species:S:1:pos:R:3 method="wB97M-V/def2-TZVPD" smiles="CCN(CCN)C(=O)O" homo_lumo_gap_ev=9.30 multiplicity=1
C 0.77 2.72 0.99
C 0.19 -0.23 -2.11
H -0.35 -0.24 -3.07
H -1.53 0.76 -1.23
H 1.24 0.02 -2.28
H -1.19 1.84 1.24
H 1.02 -2.01 -1.42
C -0.05 -0.86 0.56
O -1.34 -1.29 0.82
N 0.13 -1.53 -1.44
H -0.10 1.81 -1.43
H -2.02 -0.77 0.32
O 0.84 -1.39 1.24
H 0.09 1.05 2.17
C -0.14 1.51 1.20
H 1.80 2.39 0.77
H 0.43 3.34 0.15
C -0.43 0.80 -1.16
H 0.78 3.35 1.89
H -0.63 -2.13 -1.77
N 0.04 0.50 0.18

---

Verdict on stability: #ii comes out at the bottom.

---

#i
21
Properties=species:S:1:pos:R:3 method="wB97M-V/def2-TZVPD" smiles="[H]/N=C(/C)NC.CC(=O)O" homo_lumo_gap_ev=10.11 multiplicity=1
C -1.56 0.91 -0.59
C 1.54 1.27 -0.54
H -1.92 1.90 -0.31
H 1.49 2.30 -0.88
H 0.41 -2.93 -1.00
C 0.68 1.07 0.68
H -2.42 0.24 -0.68
N 0.83 1.86 1.68
O 1.26 -1.17 0.80
H 1.34 -1.24 1.77
H -1.06 0.93 -1.55
H 1.30 0.58 -1.34
H 2.57 1.05 -0.24
C -0.26 -2.07 -0.94
H 0.10 1.75 2.38
C -0.29 -1.55 0.46
N -0.68 0.40 0.46
H 0.10 -1.31 -1.63
O -0.96 -2.03 1.37
H -1.18 0.45 1.35
H -1.26 -2.39 -1.25

---

#ii
21
Properties=species:S:1:pos:R:3 method="wB97M-V/def2-TZVPD" smiles="CNC(C)(NC)C(=O)O" homo_lumo_gap_ev=9.90 multiplicity=1
N -1.15 -0.30 0.18
H -1.99 -2.04 -0.77
C -0.06 1.75 -1.06
H 1.38 1.76 -0.16
H -0.15 -0.46 -2.38
H -1.94 0.04 -0.40
H 0.52 -1.87 -1.25
O 1.02 2.43 -0.79
C 0.69 0.85 2.00
O -0.98 2.03 -1.71
C 0.56 -0.77 -1.53
H 1.46 -0.50 -1.82
H -2.03 -1.83 1.10
H 0.23 0.05 2.62
H 1.80 -0.41 0.76
H 1.49 1.24 2.53
H -0.71 -2.42 0.31
C 0.12 0.15 -0.36
C -1.45 -1.72 0.17
H 0.01 1.62 1.88
N 1.16 0.39 0.67

---

#iii
21
Properties=species:S:1:pos:R:3 method="wB97M-V/def2-TZVPD" smiles="[H]/N=C/N(C)O.CC(C)=O" homo_lumo_gap_ev=9.32 multiplicity=1
H 1.84 1.06 -0.28
C 1.04 -1.90 -0.28
H 1.05 -2.99 -0.17
H -1.16 1.00 -1.82
H -2.06 -2.24 0.77
H -0.63 -1.76 1.73
N 1.12 1.12 1.71
H 1.53 -1.47 0.60
H -1.70 -0.53 1.06
C 1.03 1.28 0.43
C -0.46 -1.46 -0.40
H 2.01 0.65 1.93
C -1.26 -1.51 0.87
H 1.56 -1.62 -1.20
N -0.12 1.75 -0.16
H 0.46 1.66 -2.18
C -0.44 1.78 -1.57
O -1.16 2.04 0.73
O -0.99 -1.45 -1.50
H -0.95 2.71 -1.85
H -0.73 1.87 1.60

---

#iv
21
Properties=species:S:1:pos:R:3 method="wB97M-V/def2-TZVPD" smiles="CC=C(N)N.CC(=O)O" homo_lumo_gap_ev="7.91 / 7.91" multiplicity=1
H -1.09 -0.05 1.91
H -3.03 0.31 0.19
H 2.21 2.05 -1.07
H -0.60 -0.43 -1.80
C -0.25 -0.92 0.16
O 0.68 1.46 1.20
H -2.23 1.78 0.77
H -0.35 -2.63 1.26
N 0.33 -1.93 0.96
C 1.29 0.76 0.32
C -2.08 0.86 0.19
H 2.19 -0.18 1.65
H 1.86 0.44 -1.74
C -1.04 0.01 0.83
O 2.37 0.04 0.72
H 1.09 -2.38 0.45
H 0.54 1.63 -1.48
C 1.48 1.24 -1.10
H -1.12 -1.94 -1.36
H -1.84 1.12 -0.84
N -0.41 -1.24 -1.21

---

Verdict on stability: #iii comes out at the bottom.

---

#i
8
Properties=species:S:1:pos:R:3 method="wB97M-V/def2-TZVPD" homo_lumo_gap_ev="9.18 / 9.18" multiplicity=1
O -1.22 -1.62 0.16
C -0.20 -0.34 0.88
H 1.48 0.38 -0.08
O 0.06 0.25 -1.48
F -0.02 -0.35 2.12
C 0.43 0.60 -0.14
H -0.53 -0.47 -1.50
H 0.01 1.56 0.05

---

#ii
8
Properties=species:S:1:pos:R:3 method="wB97M-V/def2-TZVPD" homo_lumo_gap_ev=8.06 multiplicity=1
C 1.35 0.61 0.09
O 0.21 0.93 0.06
H -1.67 0.41 0.76
F 0.33 -2.08 -0.16
H -1.38 0.20 -0.91
O 2.53 0.71 0.02
C -0.90 0.15 0.06
H -0.48 -0.92 0.08

---

Verdict on stability: #i comes out at the bottom.

---

#i
16
Properties=species:S:1:pos:R:3 method="wB97M-V/def2-TZVPD" homo_lumo_gap_ev=8.63 multiplicity=1
H 0.25 0.68 -1.40
H 0.76 -1.63 -0.51
C -1.80 -1.01 -0.08
H 2.32 1.95 -1.09
H -3.38 -2.40 0.03
H 0.23 2.64 0.16
C 0.71 0.55 -0.43
H 0.70 -0.93 1.18
H -1.69 -3.07 0.16
C 1.99 1.35 -0.25
C 0.75 1.75 0.47
H 0.71 1.57 1.53
C 0.57 -0.79 0.13
H 2.80 0.91 0.31
Br -2.60 0.65 -0.24
C -2.32 -2.20 0.04

---

#ii
16
Properties=species:S:1:pos:R:3 method="wB97M-V/def2-TZVPD" homo_lumo_gap_ev=9.01 multiplicity=1
C 1.23 -0.59 -0.20
H -1.91 2.61 -0.46
H -2.91 1.30 -0.02
C 1.19 -2.06 0.05
H 1.88 -2.24 0.93
Br 2.69 0.23 -1.22
H 1.71 -2.56 -0.84
C -0.70 0.71 -0.06
C -1.90 1.69 0.14
H 0.28 -2.45 0.25
C -0.56 -0.04 -1.17
H 0.92 1.45 1.00
H -0.86 -0.34 -2.12
C 0.48 0.39 0.81
H -1.84 2.02 1.19
H 0.30 -0.10 1.73

---

Verdict on stability: #i comes out at the bottom.

---

#i
19
Properties=species:S:1:pos:R:3 method="wB97M-V/def2-TZVPD" smiles="N[C@H](C=O)CO.O.O" homo_lumo_gap_ev=10.16 multiplicity=1
H 0.89 -0.53 2.39
O 1.93 0.35 -2.32
H -3.47 0.07 -1.87
O 1.50 -1.75 0.85
N -0.33 -0.61 -0.77
H 2.73 0.63 -2.77
H 2.32 -1.96 1.29
H 1.53 -0.36 -2.82
C 1.01 -0.46 1.31
C -0.36 -0.31 0.66
H -2.27 -0.51 -1.10
C -0.81 1.11 0.89
O -3.01 0.13 -1.03
H 0.31 -1.39 -0.87
O -0.12 1.87 1.52
H -1.04 -1.02 1.14
H 1.72 0.26 0.92
H 0.13 0.17 -1.23
H -1.78 1.43 0.50

---

#ii
19
Properties=species:S:1:pos:R:3 method="wB97M-V/def2-TZVPD" smiles="C[C@@H](N)C(=O)O.O.O" homo_lumo_gap_ev=9.58 multiplicity=1
O 1.58 0.63 -0.61
O -0.42 -0.23 -1.14
H -2.24 1.04 -0.36
O -0.36 -2.57 -0.62
H -0.74 -2.76 0.24
O 2.21 -2.16 -1.19
H -0.14 2.62 0.05
H -2.32 2.32 0.83
H 2.00 -2.71 -1.95
C -0.30 1.62 0.46
C -1.82 1.37 0.58
H 0.62 -2.69 -0.68
C 0.37 0.58 -0.49
H 1.28 1.11 1.73
N 0.31 1.43 1.77
H 0.25 2.25 2.36
H -2.00 0.65 1.36
H 2.14 -1.23 -1.45
H -0.39 -1.29 -0.91

---

Verdict on stability: #i comes out at the bottom.

---

#i
19
Properties=species:S:1:pos:R:3 method="wB97M-V/def2-TZVPD" homo_lumo_gap_ev=4.32 multiplicity=1
C -0.07 -1.11 -0.69
O -2.99 0.61 1.12
H 0.84 1.02 0.78
H 2.13 1.50 -0.37
H -2.93 0.76 -1.39
H 1.66 -0.86 1.51
H 3.09 0.25 1.48
C 2.37 -0.30 0.90
O -2.05 0.93 -1.01
H -2.52 1.00 0.13
O 0.73 -2.08 -0.74
N 0.77 0.13 -1.05
C 1.52 0.67 0.02
H 2.86 -1.00 0.22
O -0.59 -0.82 0.55
H 1.36 -0.14 -1.84
H -3.77 1.07 1.44
H -0.96 -1.21 -1.38
H -1.44 -0.41 0.32

---

#ii
19
Properties=species:S:1:pos:R:3 method="wB97M-V/def2-TZVPD" smiles="O=CNCCO.O.O" homo_lumo_gap_ev=10.83 multiplicity=1
N 0.77 0.68 0.43
O -2.22 0.64 1.92
H 2.18 -3.51 -0.77
O -1.32 -1.63 -1.04
O 1.66 -2.80 -1.15
H 0.55 -0.30 0.57
H -0.11 2.58 0.25
H -0.39 -1.45 -1.23
H -2.26 2.06 0.55
C -1.63 1.19 0.75
H -1.75 0.52 -0.11
H 2.23 -2.02 -1.09
C -0.20 1.69 0.87
H 0.02 1.96 1.90
H -1.87 -0.25 2.10
O 2.34 0.04 -1.06
H -1.58 -2.30 -1.68
H 1.87 1.99 -0.72
C 1.72 0.92 -0.50

---

Verdict on stability: #i comes out at the bottom.

---

#i
8
Properties=species:S:1:pos:R:3 method="wB97M-V/def2-TZVPD" smiles="N#[N+][O-].C=N" homo_lumo_gap_ev=11.40 multiplicity=1
N -0.02 3.20 -1.34
O 0.45 3.67 0.82
C -0.24 -0.02 -0.44
N 0.20 3.38 -0.27
H 0.75 -0.41 -0.63
N -0.55 0.96 0.30
H -1.11 -0.42 -0.96
H 0.31 1.50 0.73

---

#ii
8
Properties=species:S:1:pos:R:3 method="wB97M-V/def2-TZVPD" smiles="[H]/N=C/O.N#N" homo_lumo_gap_ev=11.36 multiplicity=1
N 3.68 0.13 0.38
N 0.19 0.87 0.02
H -1.11 -0.63 0.83
H 1.19 -0.94 -0.72
O 0.46 -1.33 -0.11
C -0.21 -0.27 0.26
N 3.07 -0.30 -0.42
H -0.13 1.65 0.46

---

#iii
8
Properties=species:S:1:pos:R:3 method="wB97M-V/def2-TZVPD" homo_lumo_gap_ev="8.86 / 8.00" multiplicity=1
O 0.46 1.23 -0.83
H -1.27 0.53 -2.22
H -0.95 -0.51 -1.14
C 0.54 0.00 1.15
N 0.78 -0.80 2.08
N 0.92 0.71 0.19
N -0.57 -0.05 -2.00
H 0.09 -1.12 2.76

---

Verdict on stability: #iii comes out at the bottom.

---

#i
7
Properties=species:S:1:pos:R:3 method="wB97M-V/def2-TZVPD" homo_lumo_gap_ev=8.76 multiplicity=1
H -1.50 0.35 0.44
Br 2.31 -0.90 -0.73
S 0.71 0.85 -0.02
H -1.01 -0.19 -1.16
O 0.97 1.28 1.34
C -0.79 -0.21 -0.14
H -0.67 -1.19 0.26

---

#ii
7
Properties=species:S:1:pos:R:3 method="wB97M-V/def2-TZVPD" homo_lumo_gap_ev=8.90 multiplicity=1
Br 2.28 1.28 0.08
C -0.76 0.24 0.19
H -0.73 0.96 -0.55
S 0.89 -0.51 0.55
O 1.36 -1.35 -0.54
H -1.72 -0.72 -0.80
H -1.31 0.11 1.07

---

Verdict on stability: #ii comes out at the bottom.